# C25H41AgN6OSSi3

A structure of composition C25H41AgN6OSSi3 (ωB97M-V/def2-TZVPD, OMol25).

Properties
* charge: -2
* HOMO: 0.3 eV

Structure (XYZ):
```
78
Properties=species:S:1:pos:R:3:forces:R:3:lowdin_charge:R:1
Ag 0.56555 -0.85663 0.53449 0.016 0.049 0.008 0.604
C 3.66347 -3.22500 5.20670 0.004 0.000 -0.001 -0.122
C 3.72566 -1.77160 4.75095 -0.001 0.004 0.005 -0.323
N 4.16907 -1.62681 3.38132 0.011 -0.006 0.027 -0.059
C 3.32804 -1.55632 2.29337 -0.002 -0.008 -0.070 -0.841
S 1.70141 -2.06667 2.47983 -0.004 -0.009 0.037 0.532
N 3.95410 -1.11868 1.20884 -0.013 0.004 0.014 -0.044
N 3.13756 -0.98921 0.14178 -0.010 0.004 0.019 -0.026
C 3.64907 -0.81240 -1.01737 -0.018 0.009 0.009 -0.300
C 5.12496 -0.73777 -1.29102 0.000 0.000 0.003 -0.061
C 2.68407 -0.65666 -2.13292 0.040 -0.007 0.009 -0.255
C 3.09503 -0.24633 -3.40039 -0.004 0.007 0.009 -0.054
C 2.13967 -0.07935 -4.39406 -0.012 -0.003 -0.001 -0.097
C 0.81121 -0.32518 -4.10274 -0.003 -0.008 0.001 -0.080
C 0.48752 -0.74858 -2.81518 0.032 0.018 0.013 -0.137
N 1.40084 -0.92622 -1.87000 -0.024 -0.043 -0.037 0.087
H 3.32922 -3.28970 6.24603 -0.001 0.000 0.002 0.059
H 4.64458 -3.69890 5.12437 0.000 -0.001 -0.001 0.059
H 2.95842 -3.76914 4.57944 -0.001 0.000 -0.002 0.042
H 4.42554 -1.21520 5.38182 0.001 0.000 -0.002 0.102
H 2.74007 -1.31514 4.86146 0.001 -0.002 -0.003 0.079
H 5.04647 -1.16132 3.21354 0.000 0.002 -0.002 0.108
H 5.66527 -1.04368 -0.39907 0.000 0.001 -0.001 0.047
H 5.42397 0.28436 -1.54398 0.000 0.000 -0.005 0.075
H 5.40491 -1.38132 -2.12910 -0.001 0.000 -0.001 0.067
H 4.13763 -0.03597 -3.59706 -0.001 0.003 -0.001 0.091
H 2.43596 0.25760 -5.38142 -0.003 -0.002 -0.002 0.094
H 0.02862 -0.18719 -4.83720 0.004 0.005 -0.003 0.095
H -0.52865 -0.96184 -2.51626 -0.011 -0.001 -0.009 0.055
C 1.36469 2.51725 -1.47008 -0.022 -0.010 -0.040 -0.182
Si -0.52997 2.68404 -1.54732 0.007 0.025 0.007 0.376
C -0.87863 4.39955 -0.76467 0.006 -0.002 0.015 -0.217
C -0.99558 3.00215 -3.36992 0.034 -0.023 0.007 -0.197
C -1.44194 1.25112 -1.01891 -0.019 -0.041 0.032 -0.402
Si -1.79267 1.15520 1.84533 -0.009 0.029 0.018 0.306
C -1.70611 0.22659 3.50989 -0.006 -0.006 0.011 -0.175
C -2.92414 2.68355 1.92197 -0.005 -0.024 -0.001 -0.167
C -0.07427 2.06685 2.08061 0.012 -0.015 -0.011 -0.213
Si -3.03290 0.53981 -1.45131 0.038 0.033 -0.014 0.545
C -3.24920 -0.42815 -3.08247 0.018 -0.013 0.017 -0.197
C -4.67988 1.47370 -1.29600 -0.007 -0.015 0.003 -0.190
C -2.40188 -1.89147 0.14934 0.093 -0.001 -0.089 -0.231
C -3.08129 -2.71324 1.05243 -0.008 0.014 0.017 -0.011
C -2.86935 -4.07691 1.01151 -0.005 -0.017 0.013 -0.093
C -1.98959 -4.59875 0.07087 0.018 0.018 -0.019 -0.104
C -1.36607 -3.70870 -0.79039 0.012 -0.011 0.005 -0.163
N -1.56249 -2.39534 -0.76920 -0.099 -0.041 0.030 0.095
H 1.86746 3.48897 -1.42621 -0.001 0.006 -0.005 0.014
H 1.72684 1.98496 -2.35458 0.010 0.005 0.015 0.000
H 1.66890 1.93943 -0.59265 -0.003 0.002 0.005 0.009
H -0.25279 5.17834 -1.21927 0.001 -0.004 -0.005 0.004
H -0.69971 4.40229 0.31256 0.000 0.006 0.006 0.001
H -1.92802 4.66993 -0.92123 -0.003 -0.007 -0.006 0.011
H -0.60254 3.96248 -3.72074 0.001 0.006 -0.004 0.010
H -2.08366 3.02402 -3.49078 -0.008 -0.007 0.018 0.012
H -0.59970 2.21110 -4.01176 -0.007 0.005 -0.010 -0.004
H -2.70979 -0.03568 3.85407 0.002 -0.005 0.013 0.009
H -1.18519 0.79929 4.28453 0.001 0.005 -0.004 0.009
H -1.14875 -0.70644 3.36722 0.003 0.002 -0.005 -0.002
H -3.92638 2.39807 2.25207 -0.006 0.010 0.004 0.013
H -3.00854 3.09956 0.91326 0.001 0.000 -0.004 0.004
H -2.52875 3.46766 2.57526 0.009 -0.003 0.006 0.009
H 0.71052 1.33527 2.31540 -0.006 0.008 0.002 -0.009
H -0.13190 2.76258 2.92861 -0.007 -0.001 0.007 0.006
H 0.27065 2.63627 1.21403 -0.005 0.007 -0.009 -0.026
H -3.04249 0.23542 -3.92977 -0.002 0.010 0.002 0.009
H -4.26717 -0.81493 -3.19715 -0.005 0.001 0.004 0.005
H -2.55508 -1.26933 -3.13308 -0.003 -0.002 -0.011 -0.007
H -4.71786 2.30945 -2.00335 0.003 0.002 -0.003 0.009
H -4.76219 1.87130 -0.28322 -0.001 0.001 0.002 0.004
H -5.53933 0.82256 -1.49076 -0.008 0.007 0.001 0.008
H -3.72601 -2.23253 1.77495 -0.002 -0.007 0.002 0.107
H -3.37064 -4.73229 1.71626 -0.001 0.002 0.000 0.091
H -1.77711 -5.65888 0.01393 0.000 -0.001 -0.003 0.081
H -0.65754 -4.06848 -1.53259 -0.001 -0.003 0.000 0.098
O -3.25788 0.03051 1.31191 0.003 0.000 0.003 -0.244
C -2.59738 -0.40985 0.17472 -0.021 0.025 0.009 -0.577
N -1.30598 0.37254 0.24053 -0.002 0.016 -0.040 -0.229
```
Positions in Å, forces in eV/Å.